{
  "formula": "C4H13N3S",
  "method": "wB97M-V/def2-TZVPD",
  "e_tot_ev": -19659.7223,
  "homo_lumo_gap_ha": 0.1848,
  "e_above_lowest_kj_mol": 492.0,
  "total_charge": 0,
  "species": ["S", "N", "N", "N", "C", "C", "C", "C", "H", "H", "H", "H", "H", "H", "H", "H", "H", "H", "H", "H", "H"],
  "coordinates": [[1.562, -0.708, -0.821], [-1.099, -1.066, 2.649], [-0.724, 0.940, 1.517], [-0.371, 0.802, -2.804], [-0.133, -0.031, 2.268], [-0.192, -1.033, -1.078], [0.177, 1.968, 1.204], [-0.947, 0.200, -1.620], [-0.340, 2.824, 0.786], [-0.618, -1.414, -0.142], [0.683, 2.313, 2.114], [-0.655, 0.346, -3.659], [-1.986, -0.057, -1.810], [0.774, -0.487, 1.728], [-0.235, -1.828, -1.827], [0.992, 1.530, 0.556], [0.225, 0.373, 3.228], [-0.902, 0.935, -0.828], [-0.729, -1.996, 2.494], [-1.896, -0.943, 2.034], [0.638, 0.838, -2.765]],
  "forces_ev_per_angstrom": [[-0.2, 0.3, 0.9], [0.3, 0.0, -0.5], [0.8, 0.3, -0.3], [-0.3, 0.2, -0.4], [-1.6, -1.1, 0.9], [0.3, 0.4, -0.4], [-0.8, 0.2, 0.9], [0.7, -0.1, 0.3], [0.1, -0.1, -0.6], [-0.2, 0.0, 0.0], [0.4, -0.1, -0.1], [0.1, -0.2, 0.0], [-0.1, 0.0, 0.0], [0.2, 0.3, -0.7], [0.0, -0.3, 0.1], [0.0, -0.3, -0.4], [0.8, 0.2, -0.2], [-0.4, 0.2, 0.0], [0.0, 0.0, 0.1], [-0.2, -0.2, 0.1], [0.0, -0.1, 0.1]],
  "mulliken_charge": [-0.264, -0.668, -0.286, -0.591, -0.211, -0.518, -0.758, -0.220, 0.298, 0.149, 0.379, 0.226, 0.379, 0.195, 0.371, 0.253, 0.436, 0.060, 0.279, 0.277, 0.213]
}